Entry 1:
Density functional theory data (ωB97M-V with the def2-TZVPD basis set) for C28H50CaN3O2P2 as an isolated structure at a distorted geometry.

As for the frontier orbital gap: 7.79 eV. Its total energy is -2771.7543 hartree. The charge is +1. The LUMO energy comes out at -1.69 eV.

```
86
Properties=species:S:1:pos:R:3:forces:R:3
Ca -0.980804 -0.010161 -1.423595 0.074 -0.063 1.218
P 0.376539 -2.521025 -1.823154 -0.633 -0.396 -0.267
P 0.351010 2.549920 -1.541222 -0.566 0.298 -0.247
N 0.120845 0.117375 -3.701858 0.113 0.038 -1.031
C 0.369368 -2.418740 -3.719278 0.123 -1.201 0.782
H 1.123724 -3.158182 -4.027498 -0.353 0.027 -0.192
H -0.615002 -2.807560 -4.048493 0.518 0.439 0.067
C 0.746632 -1.103331 -4.368742 -0.727 0.851 -0.023
H 1.827932 -1.024696 -4.527230 -0.222 0.305 0.360
H 0.246660 -1.048948 -5.333520 0.681 -0.639 -0.585
C 0.728926 1.410976 -4.226136 -0.719 -0.819 -0.112
H 0.222898 1.458037 -5.187700 0.718 0.724 -0.556
H 1.810204 1.360114 -4.389845 -0.198 -0.309 0.295
C 0.335915 2.642448 -3.437378 0.126 1.149 0.914
H -0.654155 3.058256 -3.716711 0.546 -0.473 -0.008
H 1.082075 3.417155 -3.668383 -0.356 0.010 -0.194
C 1.798364 3.585186 -1.012319 0.182 -0.116 -0.022
C 2.143341 3.356142 0.472779 0.114 -0.005 0.012
H 3.090621 3.865346 0.707454 -0.267 -0.100 -0.066
H 2.275868 2.292301 0.709016 -0.112 0.217 -0.068
H 1.372718 3.764192 1.142890 0.236 -0.152 -0.237
C -1.238145 3.436842 -1.081637 0.181 -0.092 -0.298
C -1.390792 3.551506 0.443811 -0.123 -0.037 0.129
H -2.399444 3.919643 0.681629 0.255 -0.057 -0.087
H -0.670886 4.263594 0.873550 -0.217 -0.164 -0.184
H -1.274194 2.586254 0.959775 0.048 0.197 -0.215
C -1.202232 -3.464235 -1.445052 0.138 0.077 -0.329
C -1.315572 -3.781826 0.055865 -0.175 0.018 0.127
H -2.344700 -4.098452 0.284921 0.279 0.040 -0.109
H -1.100780 -2.912307 0.695982 0.051 -0.162 -0.248
H -0.647227 -4.604505 0.352269 -0.195 0.246 -0.152
C 1.823824 -3.597791 -1.388181 0.236 0.110 0.009
C 2.157259 -3.518741 0.117470 0.090 -0.010 -0.008
H 3.107799 -4.041588 0.308061 -0.292 0.115 -0.073
H 1.384327 -3.999940 0.735383 0.258 0.197 -0.227
H 2.280179 -2.482798 0.462278 -0.119 -0.227 -0.094
C 1.807729 -0.038498 -1.330893 3.127 0.288 -0.596
O 2.924245 0.005928 -1.629900 -2.775 -0.166 0.671
C -1.468996 4.783136 -1.770403 -0.361 0.226 0.127
H -0.794971 5.557605 -1.387945 -0.284 -0.229 -0.135
H -1.357077 4.733148 -2.858737 -0.004 0.050 0.209
H -2.499094 5.110410 -1.565883 0.235 -0.030 -0.086
C -1.450334 -4.713944 -2.294200 -0.353 -0.243 0.118
H -2.476171 -5.067208 -2.110238 0.244 0.047 -0.085
H -1.363543 -4.527236 -3.369887 -0.008 -0.071 0.211
H -0.767963 -5.529564 -2.027870 -0.288 0.252 -0.111
C 1.741641 -5.056118 -1.849855 0.335 -0.159 0.020
H 2.732764 -5.522340 -1.745132 -0.225 0.116 -0.020
H 1.049965 -5.643297 -1.230984 0.188 0.234 -0.184
H 1.453114 -5.147638 -2.902976 -0.032 -0.028 0.210
C 1.714832 5.082335 -1.322435 0.336 0.171 0.030
H 1.034161 5.604738 -0.637095 0.187 -0.209 -0.207
H 2.710086 5.529716 -1.181428 -0.228 -0.098 -0.035
H 1.414096 5.284829 -2.356549 -0.027 -0.003 0.214
H 2.626864 3.157944 -1.610292 -0.241 0.102 0.156
H 2.657482 -3.112455 -1.932536 -0.243 -0.127 0.141
H -2.014625 2.728919 -1.452284 0.242 0.287 0.181
H -1.990320 -2.718277 -1.701253 0.280 -0.323 0.149
H -0.709482 0.152999 -4.319401 -0.188 -0.149 1.456
H -3.102326 -0.089812 -1.661162 0.414 0.012 -0.184
C 0.299282 -0.083754 5.539420 -0.015 -0.029 0.553
N 0.546901 0.029896 4.120489 0.418 -0.159 1.088
N -0.475325 -0.069155 3.238149 -0.762 0.092 -0.870
C 0.020480 -0.094676 1.961193 -0.132 -0.062 -0.713
O -0.739837 -0.099682 0.942596 0.808 -0.042 0.347
C 1.445187 -0.093366 2.121588 -0.334 -0.127 -0.614
C 1.720915 -0.040622 3.464398 -0.240 0.127 -0.199
C 3.018525 -0.053234 4.189716 0.629 0.014 0.182
C -1.854520 -0.016597 3.598182 -0.524 0.351 -0.301
C -2.322597 1.010971 4.419911 -0.139 -0.278 0.036
C -3.665552 1.018286 4.797068 -0.105 -0.216 -0.150
C -4.549789 0.059792 4.285469 0.231 -0.135 -0.066
C -4.088221 -0.902998 3.376800 0.130 0.270 0.103
C -2.741949 -0.928413 3.013128 0.173 -0.143 0.277
H -0.207882 0.810270 5.913499 0.195 -0.219 0.027
H 1.253309 -0.191337 6.064442 -0.220 0.020 -0.247
H -0.330499 -0.953506 5.764527 0.165 0.146 -0.123
H 2.129698 -0.149482 1.290332 0.101 0.054 0.243
H 3.149807 0.842057 4.820910 -0.124 -0.329 -0.234
H 3.118299 -0.941705 4.836754 -0.098 0.323 -0.247
H 3.854883 -0.075314 3.474752 -0.392 0.008 0.210
H -1.639337 1.789755 4.761142 -0.260 -0.224 -0.051
H -4.017404 1.771415 5.499048 0.014 -0.107 -0.229
H -5.601402 0.055336 4.584679 0.413 0.070 -0.083
H -4.767871 -1.647069 2.953926 0.196 0.347 0.136
H -2.370262 -1.652691 2.282017 -0.151 0.260 0.394
```
Positions in Å, forces in eV/Å.

---

Entry 2:
Density functional theory data (ωB97M-V with the def2-TZVPD basis set) for C6H9NO as an isolated structure at a distorted geometry.

As for the frontier orbital gap: 7.62 eV. Its total energy is -363.7467 hartree. The value obtained for the energy above the lowest of the compared OMol25 structures with the same formula, charge and spin is 174.2 kcal/mol. The LUMO energy comes out at -0.57 eV.

```
17
Properties=species:S:1:pos:R:3:forces:R:3
C 0.463424 0.545158 0.220628 4.912 -3.825 0.356
C 0.621373 0.355934 -1.452680 0.291 -1.192 -1.402
C 0.727603 -1.017674 0.742021 -5.698 -0.444 -1.267
C -0.595473 -1.607868 0.840642 3.754 3.161 0.182
C -1.608950 -0.599191 0.882403 2.072 5.687 0.242
C -0.816892 0.703805 0.827705 -4.638 -4.631 -1.513
H 0.691138 2.375331 0.708620 4.098 -1.718 -0.619
H 2.298598 1.637498 -0.235708 -3.255 0.197 2.940
H 0.644003 1.249295 -2.226656 0.690 -0.610 2.587
H 1.646736 -0.331344 -1.720383 -2.471 1.788 1.170
H -1.132354 -0.966730 -1.203020 3.146 3.356 -2.980
H 1.491233 -1.721689 0.861284 1.882 -0.212 -0.309
H -0.900570 -2.519486 1.210365 0.239 -2.456 0.302
H -2.718987 -0.754116 1.095564 1.850 0.461 -0.340
H -1.233969 1.612633 0.611046 -1.751 2.350 0.095
N 1.512187 1.532025 0.632037 -1.884 2.032 -1.928
O -0.514706 -0.198318 -1.986212 -3.236 -3.943 2.485
```
Positions in Å, forces in eV/Å.

---

Entry 3:
Density functional theory data (ωB97M-V with the def2-TZVPD basis set) for C38H32N3O9PTl as an isolated structure.

As for the frontier orbital gap: 7.99 eV. Its total energy is -2822.1720 hartree. The charge is +1. The value obtained for the energy above the lowest of the compared OMol25 structures with the same formula, charge and spin is 0.0 kcal/mol. The LUMO energy comes out at -3.32 eV.

```
84
Properties=species:S:1:pos:R:3:forces:R:3
Tl -0.191511 0.620675 0.240926 -0.208 -0.233 -0.240
O -0.868056 0.524359 2.503025 0.008 0.201 0.069
C -1.818968 1.113534 3.042198 0.062 -0.058 0.181
C -2.796842 1.949214 2.439774 -0.084 0.099 -0.392
C -3.733863 2.540335 3.308451 -0.123 0.052 0.142
C -4.711315 3.358842 2.826425 0.212 -0.180 -0.160
C -4.815875 3.613203 1.446763 -0.079 0.059 0.147
C -3.932872 3.041541 0.579251 0.123 -0.097 -0.115
C -2.886378 2.190190 1.029028 -0.125 0.119 0.351
O -2.104337 1.680322 0.140550 0.519 -0.201 -0.200
N -5.662326 3.966008 3.754780 -0.140 0.127 0.209
O -6.454843 4.764722 3.296593 0.073 -0.112 0.018
O -5.596687 3.640303 4.926533 0.021 0.037 -0.214
H -1.935185 0.980451 4.128973 0.048 -0.009 -0.012
H -3.688823 2.347707 4.372711 0.025 0.002 0.010
H -5.606524 4.262557 1.097015 0.011 -0.005 -0.014
H -3.999781 3.210382 -0.486902 -0.016 0.034 0.017
C 0.613637 3.609978 1.622338 0.136 -0.188 0.019
C 1.829985 2.995163 2.313856 -0.078 0.029 -0.120
C 2.780378 4.136833 2.687507 -0.008 -0.084 0.010
C 2.591422 1.992407 1.434623 0.126 0.117 0.036
C 3.913115 1.564928 2.081593 -0.133 0.124 0.038
O 3.983960 0.152417 1.839080 0.118 -0.166 -0.079
C 2.797675 -0.259001 1.388848 -0.109 0.334 -0.099
N 1.940623 0.679065 1.180951 -0.259 0.043 0.130
C 2.735361 -1.727402 1.169189 0.130 -0.245 0.039
C 3.934436 -2.403534 1.446339 -0.047 0.138 0.018
C 4.068353 -3.768066 1.283828 -0.035 -0.058 -0.015
C 2.992408 -4.515563 0.838611 0.047 -0.005 0.009
C 1.798266 -3.874514 0.571630 -0.005 0.070 0.025
C 1.645459 -2.493912 0.719791 -0.143 -0.073 0.018
P -0.054984 -1.966506 0.310342 0.053 -0.100 -0.059
C -0.346079 -2.501211 -1.389112 0.041 -0.033 0.068
C -1.654886 -2.462574 -1.870076 0.093 0.026 0.040
C -1.905525 -2.732651 -3.203774 -0.072 -0.010 0.019
C -0.856074 -3.024670 -4.065047 0.012 0.015 -0.010
C 0.446703 -3.044376 -3.589804 0.056 -0.007 -0.069
C 0.707506 -2.781742 -2.254183 -0.045 0.033 0.080
C -1.114084 -2.970203 1.391342 0.016 0.106 -0.069
C -1.282877 -2.581932 2.719387 0.077 0.031 -0.015
C -2.042444 -3.360682 3.576859 0.002 0.009 0.038
C -2.634879 -4.527247 3.115735 -0.001 -0.014 -0.017
C -2.455554 -4.922897 1.798320 -0.019 -0.053 -0.022
C -1.696807 -4.151536 0.932228 0.000 0.065 0.032
H 0.166605 4.371851 2.260271 -0.015 0.016 -0.006
H -0.174228 2.886824 1.417827 -0.115 -0.012 -0.017
H 0.900947 4.074273 0.677818 -0.028 0.008 -0.020
H 1.511989 2.476489 3.224884 0.019 -0.029 0.005
H 3.135233 4.641428 1.785584 0.006 0.028 0.014
H 3.647392 3.797624 3.254193 -0.010 0.073 0.010
H 2.253098 4.869544 3.296842 0.036 0.022 -0.004
H 2.754872 2.453985 0.454618 0.001 -0.033 0.013
H 3.909472 1.712905 3.162490 -0.004 -0.064 -0.020
H 4.792277 2.036570 1.652371 0.019 -0.053 -0.005
H 4.779918 -1.837239 1.800491 0.014 -0.007 -0.007
H 5.012414 -4.244036 1.511190 0.002 0.015 -0.007
H 3.077760 -5.585145 0.702337 -0.013 0.001 0.012
H 0.951651 -4.458603 0.233900 0.019 -0.029 0.003
H -2.469524 -2.197892 -1.206027 -0.051 -0.033 -0.018
H -2.920761 -2.704739 -3.576906 0.009 0.008 0.005
H -1.053550 -3.215272 -5.111070 0.006 -0.001 0.003
H 1.267102 -3.257693 -4.262952 -0.018 -0.006 0.000
H 1.727267 -2.782194 -1.890409 0.000 -0.028 -0.055
H -0.813818 -1.674976 3.076686 -0.027 -0.010 0.031
H -2.172749 -3.056609 4.607106 0.007 0.000 -0.007
H -3.233916 -5.132036 3.783485 0.007 0.005 0.002
H -2.906526 -5.838300 1.438591 -0.007 0.010 0.009
H -1.563986 -4.472737 -0.091431 -0.010 0.016 -0.045
O 0.971114 1.863070 -1.401739 -0.014 0.008 0.382
C 0.460096 1.158530 -2.318884 -0.095 -0.031 -0.251
O -0.398855 0.275154 -2.057160 -0.017 0.172 0.032
C 0.892931 1.328632 -3.735691 0.019 0.019 0.037
C 1.939533 2.180840 -4.070867 -0.042 0.038 0.009
C 2.349852 2.290907 -5.391247 0.014 0.034 0.075
C 1.719564 1.554220 -6.380013 -0.070 -0.083 -0.147
C 0.681839 0.706165 -6.025683 0.185 0.188 0.308
C 0.255451 0.581938 -4.717680 -0.012 -0.108 -0.076
N 0.024503 -0.099005 -7.063688 -0.223 -0.089 -0.246
O 0.279191 0.160166 -8.221457 0.007 -0.076 0.203
O -0.741579 -0.972353 -6.694897 0.146 0.125 -0.043
H 2.423511 2.755549 -3.292739 -0.009 -0.014 0.004
H 3.164440 2.952987 -5.649961 -0.008 -0.006 -0.022
H 2.019659 1.622007 -7.415653 -0.003 0.004 0.000
H -0.551095 -0.087749 -4.461024 -0.005 -0.016 -0.001
```
Positions in Å, forces in eV/Å.